No. 1
Density functional theory data (ωB97M-V/def2-TZVPD) for 2 unconnected molecules or ions with the total composition C23H42BClFI2NO7P in a non-equilibrium geometry.

Properties
Kohn-Sham gap = 0.208 Ha
total energy = -81758.3617 eV
net charge = -1

CARTESIAN COORDINATES (ANGSTROEM)
C: 5.7990 3.8244 0.3140
C: 5.7725 2.3121 -0.1869
C: 4.5514 1.4462 0.4340
O: 3.8085 0.9597 -0.6852
C: 3.1172 -0.2755 -0.4551
C: 1.5955 -0.1463 -0.0619
C: 1.4789 0.6717 1.2996
I: 0.2077 2.4335 1.6685
C: 2.1594 0.3008 2.5037
C: 3.0182 -1.0058 2.6327
I: 2.0519 1.4278 4.3859
C: 0.6118 -1.3761 0.1856
C: -0.4521 -1.2663 1.4219
C: -1.5438 -2.4083 1.4958
C: -2.8191 -1.9081 2.3583
C: -4.1603 -1.8712 1.4608
C: -4.4410 -0.4228 0.8385
C: -5.9697 -0.3399 0.3311
C: -6.4480 1.1408 0.0219
O: -6.8295 1.8186 1.2419
C: -5.8101 2.7352 1.6931
C: 0.9840 -2.8958 0.2284
B: 2.3087 -3.4559 -0.4867
O: 2.5262 -3.4370 -1.9032
O: 3.3589 -4.0611 0.3281
C: -0.4861 -1.1787 -0.9963
O: -1.1048 -2.0101 -1.6596
N: -0.4734 0.2844 -1.1144
C: 0.9865 0.5322 -1.4215
C: 1.3363 -0.1198 -2.8199
C: 0.2990 -0.1841 -3.9832
C: -0.6318 1.0283 -4.3546
O: -2.0162 0.5646 -4.4892
P: 1.1923 2.4464 -1.6068
O: -0.3920 3.1424 -1.5465
Cl: 1.9156 3.0005 -3.5011
H: 5.2671 3.9778 1.2961
H: 5.3630 4.4784 -0.5015
H: 6.8974 4.1237 0.4131
H: 6.7563 1.7940 0.0807
H: 5.7294 2.3344 -1.3266
H: 3.9603 2.1810 1.0647
H: 5.0410 0.6682 1.0874
H: 3.3281 -0.9171 -1.3825
H: 3.7697 -0.8517 0.2930
H: 2.5123 -1.8771 2.1159
H: 3.1140 -1.3105 3.7292
H: 4.0957 -0.9011 2.2662
H: -1.0395 -0.2895 1.3420
H: 0.0791 -1.3498 2.4311
H: -1.1091 -3.2941 2.0722
H: -1.9556 -2.8185 0.5370
H: -2.6727 -0.8811 2.8020
H: -3.0220 -2.6895 3.1601
H: -5.0647 -2.1444 2.0834
H: -4.0956 -2.5953 0.5784
H: -3.7409 -0.1851 -0.0200
H: -4.2662 0.3216 1.6816
H: -6.6261 -0.8707 1.0942
H: -6.0256 -0.9656 -0.6251
H: -5.6072 1.6609 -0.5312
H: -7.3611 1.1094 -0.6554
H: -5.7071 2.6101 2.8176
H: -6.2129 3.7897 1.5147
H: -4.7968 2.5845 1.2177
H: 0.1705 -3.6002 -0.1747
H: 1.0752 -3.2019 1.3292
H: 3.5020 -3.4567 -2.0073
H: 3.0324 -4.9602 0.5413
H: -1.1535 0.7155 -1.7434
H: 2.3233 0.2969 -3.2279
H: 1.6350 -1.2104 -2.6038
H: -0.3743 -1.1003 -3.8595
H: 0.8915 -0.4365 -4.9323
H: -0.6352 1.9294 -3.6832
H: -0.3623 1.4079 -5.3974
H: -2.3567 0.4739 -3.5821
H: -0.3905 3.8773 -0.9093
F: 0.5307 -0.1343 6.0425

Forces on the atoms, in the same order (eV/Å):
0.8473 -0.3023 -0.6460
0.0992 -0.0889 0.1458
1.6051 2.2350 -0.3774
-0.7775 -0.8320 0.7610
2.1496 -2.4051 0.5354
0.4791 1.2335 0.0357
1.9464 0.1957 2.9363
0.5117 -1.0636 -0.8161
-0.7123 0.5992 -2.2409
0.0501 -0.2408 0.7933
0.3333 -1.3145 -1.4414
-3.3135 -1.9264 -1.2263
-0.2354 0.3400 0.4019
-0.5126 -0.3580 1.2152
-0.7294 -0.9608 -0.9211
0.3996 0.7688 -0.5470
-0.8400 -0.3938 0.6253
0.9237 -0.2733 -0.3118
-0.3085 -1.2357 -0.1427
1.5583 0.0375 -1.0132
-0.5472 0.7505 0.9378
1.1211 -1.3950 0.4445
0.8931 -0.1729 -0.4133
0.5215 0.5745 2.3008
-1.6071 -0.0576 -1.2886
0.7605 0.7410 -0.4722
0.9254 1.9564 1.7856
-0.0484 -1.9931 -0.8593
-2.9691 0.6496 -0.8091
2.2744 -1.5012 0.3038
-0.2260 -0.7120 -0.7879
-0.4278 0.1778 -0.9006
0.7455 0.4265 0.6038
0.1185 1.8979 2.7160
1.2072 -1.2905 -1.1280
-0.6101 -0.6257 -0.1118
0.5806 -0.1439 -1.0790
0.2647 -0.6218 1.1889
-1.5125 -0.1685 0.0619
-1.2881 0.7172 -0.2943
-0.1785 -0.2945 1.5175
0.3339 -1.2041 -0.6017
-1.0052 0.3888 -0.7763
-1.0264 1.0996 0.9514
-1.3904 0.7476 -0.6192
0.7271 1.0559 0.3760
-0.3596 0.5847 -1.4222
-1.5631 -0.0063 0.3652
1.1662 -1.1495 0.2534
-0.5616 0.5861 -1.4197
-0.4817 1.1090 -0.8965
0.6974 0.6233 0.6255
0.0225 -1.2471 -0.2274
0.4354 1.2618 -0.7310
1.0282 0.2465 -0.6035
-0.0722 0.6761 1.3152
-0.6695 -0.2532 0.9956
-0.2414 -0.7243 -1.1224
0.6143 0.9735 -0.8958
-0.0324 0.8516 1.1106
-0.9777 -0.3091 0.6402
1.0510 0.1030 0.8333
-0.0131 0.1047 -1.3292
0.8502 -1.1766 0.1033
-1.1993 0.1384 0.3995
0.6370 1.5077 0.3472
-0.0300 0.4229 -1.4732
-0.7387 -0.4078 -0.1655
0.4726 0.6780 0.1619
0.4039 -0.3566 0.0483
-1.3716 -0.2420 0.7383
-0.6162 1.3416 -0.3401
0.7509 1.4129 0.0956
-0.6075 0.3621 1.4048
0.2682 -1.0035 -0.4432
-0.3430 -0.4464 1.4694
0.0624 -0.1142 -0.5569
0.3618 -0.5150 -0.1658
-0.0541 -0.0496 0.0726

=====

No. 2
Density functional theory data (ωB97M-V/def2-TZVPD) for a molecular structure, C20H32BCrF4N3Na2O27S4 in a non-equilibrium geometry.

Properties
Kohn-Sham gap (spin up / spin down) = 0.175 / 0.219 Ha
total energy = -173148.2351 eV
<S²> = 6.0253
net charge = 0
spin multiplicity = 5

CARTESIAN COORDINATES (ANGSTROEM)
Na: -2.9972 -0.6099 2.2227
Na: -2.8979 -2.9901 -0.1171
Cr: 0.6394 0.6800 -3.4803
O: -4.2403 2.2115 2.4092
C: -3.7158 3.2232 1.9136
O: -2.4525 3.5312 1.7227
B: -2.3484 4.8584 1.1160
O: -3.7797 5.1535 0.7056
C: -4.5282 4.2574 1.1418
O: -5.7224 4.2379 0.9037
O: -1.3776 4.8536 -0.0288
C: -0.3300 5.6362 0.2462
O: 0.6167 5.7514 -0.4656
C: -0.5700 6.3319 1.5569
O: -1.7677 5.9486 1.9376
O: 0.1823 7.1765 2.0941
N: -4.5548 -1.4365 0.5570
S: -5.3203 -0.5449 -0.2982
O: -5.7487 0.7093 0.2915
O: -6.1742 -1.1148 -1.3434
F: -4.0671 -0.1490 -1.1887
S: -5.9679 -1.7773 1.4785
O: -6.9272 -2.6834 0.8912
O: -6.3170 -0.7568 2.4305
F: -5.2823 -2.8308 2.4872
N: 0.1266 0.6957 -1.5306
S: -0.5298 1.4440 -0.4459
O: 0.4447 2.2253 0.3307
O: -1.7594 0.8998 0.1845
F: -1.1850 2.5833 -1.3912
S: 0.3681 -0.6364 -0.4749
O: -0.8790 -1.3837 -0.2618
O: 1.3493 -0.5158 0.5700
F: 1.1804 -1.5534 -1.4685
N: 1.3563 3.9689 -3.4177
O: 2.0530 4.6567 -2.7130
O: 1.1784 2.8138 -3.1834
O: 0.8885 4.4360 -4.4457
O: -1.0955 -4.1090 -1.3406
C: -0.5355 -5.1587 -1.6577
O: 0.6369 -5.6339 -1.1608
C: 1.2955 -4.8939 -0.1675
C: 2.6988 -4.5114 -0.7217
C: -1.1534 -6.1529 -2.6512
H: 1.4660 -5.5291 0.7018
H: 0.7152 -4.0515 0.2090
H: 3.4219 -4.1563 0.0126
H: 2.7263 -3.7811 -1.5304
H: 2.9887 -5.4370 -1.2190
H: -1.6969 -5.6515 -3.4520
H: -2.0129 -6.5509 -2.1119
H: -0.5120 -6.8820 -3.1464
O: 3.3179 4.5705 -0.2306
C: 3.3130 3.5240 0.4430
O: 2.8330 3.4023 1.7195
C: 2.4896 4.6729 2.4566
C: 3.4321 5.0996 3.5461
C: 4.0690 2.3235 0.0049
H: 1.4719 4.5984 2.8399
H: 2.3444 5.5750 1.8623
H: 3.9177 6.0602 3.3745
H: 4.1730 4.3035 3.6192
H: 2.8643 5.1126 4.4765
H: 4.2792 2.4625 -1.0556
H: 3.4869 1.4206 0.1894
H: 4.9430 2.3566 0.6554
O: 0.5772 -1.4057 -4.4627
C: 0.3766 -2.3150 -5.2296
O: 0.8290 -3.5156 -5.1030
C: 1.7589 -3.9590 -4.1732
C: 2.1317 -5.4556 -4.4795
C: -0.5553 -2.1396 -6.3399
H: 1.2474 -3.9490 -3.2107
H: 2.7365 -3.4848 -4.2595
H: 2.1361 -6.0377 -3.5579
H: 3.1217 -5.5650 -4.9224
H: 1.4134 -5.9829 -5.1073
H: -1.4313 -1.5686 -6.0323
H: -0.8797 -3.1110 -6.7132
H: -0.0774 -1.5787 -7.1431
O: -0.7776 -0.1810 3.1129
C: -0.2483 0.3863 4.0726
O: 0.8944 0.0395 4.7072
C: 1.3232 -1.2430 4.4642
C: 2.8292 -1.2461 4.8918
C: -0.8830 1.5956 4.7202
H: 1.3999 -1.3812 3.3858
H: 0.7206 -1.9983 4.9687
H: 2.8178 -0.9398 5.9378
H: 3.3184 -0.5672 4.1933
H: 3.4096 -2.1674 4.9416
H: -0.5407 2.4872 4.1947
H: -0.5036 1.4911 5.7367
H: -1.9661 1.5082 4.8051

Forces on the atoms, in the same order (eV/Å):
0.2595 1.3104 0.1270
0.3556 0.1355 -0.5450
0.5053 2.1997 -0.4319
2.2930 1.8347 -0.5489
-1.9812 -2.4550 -0.0258
0.2888 -0.5822 1.2754
0.7655 1.4143 -1.8699
4.3162 2.5874 -0.7539
-4.4364 -1.2633 0.2583
0.7904 -0.7812 0.7863
-0.9256 -0.2642 0.7754
0.2993 -0.7329 -1.2222
0.2415 0.2689 0.0432
1.6175 2.6655 1.3146
-0.7084 -0.1457 1.6711
-2.4656 -2.7943 -1.3255
0.6422 -5.5092 6.0603
-3.6492 9.1908 -10.4543
0.4907 -2.0665 -0.5319
1.0161 0.0356 2.1962
0.8444 0.2942 -0.3184
-1.9142 -3.5047 4.9586
1.1898 1.9121 -0.2148
0.4086 -0.7588 -1.6392
1.3194 -0.0620 -0.2082
2.7251 -6.9360 -2.0458
-6.1254 12.9052 6.0914
-2.0875 -2.5634 -1.0080
3.2255 0.5377 -1.0849
0.5662 -1.5238 0.3772
0.7959 -4.9155 0.7438
2.3779 0.7132 -0.4828
-1.7196 0.6634 -0.9730
-0.2554 0.1438 -1.1033
1.5647 7.4056 -2.5905
0.4223 -0.5447 1.1290
-1.2140 -9.9650 2.2810
-1.2277 0.0049 -1.4548
0.8303 -1.3972 0.0854
-0.1716 -0.3384 -0.5025
-2.0366 0.3744 -0.9671
1.9109 1.4372 1.1296
-0.7330 -0.4033 -0.4676
-0.5110 0.9890 0.0109
-0.1475 -0.3280 -0.1742
-0.1299 0.0768 -0.4460
-0.2006 -0.4099 0.1852
-0.5656 0.2701 0.1673
0.7411 -0.0716 0.3238
0.3496 0.6100 -0.0222
0.2998 -0.7740 0.1867
0.0779 -0.0719 0.7622
-0.1299 -2.9185 2.3920
0.0217 3.9614 -1.0434
0.0662 1.8078 0.2895
-1.2272 0.7085 -1.1438
0.3396 -1.2454 0.4184
-0.6406 -0.1446 0.0343
0.0725 -0.9820 0.1038
0.3384 -0.6816 -1.2376
-0.0752 -0.1667 -0.0778
0.3556 0.1736 0.3419
0.3203 0.2097 0.1663
0.2697 -0.1689 0.2165
0.1646 -0.1320 0.0607
0.2865 -0.4308 -0.3295
1.3097 2.3859 2.2595
-1.1281 -0.2107 -0.2480
-0.3449 -0.4336 -1.9328
1.1457 -2.4882 0.8700
-0.4212 0.0889 0.2679
-0.8539 -0.4058 -1.1477
0.6277 0.5500 0.1954
-0.5055 0.9532 0.4747
0.1287 0.1999 0.1850
-0.1342 0.1855 -0.1041
-0.1189 0.3668 -0.2090
0.1337 0.0170 0.1370
0.0593 0.1711 -0.1630
0.0746 -0.0492 -0.0588
1.0268 -0.3978 1.2288
-1.5281 0.6859 -0.7100
-2.0854 1.2157 -0.3014
3.3131 -1.9663 -1.1851
-1.0355 0.0229 0.6702
0.7951 -1.0474 0.6659
-0.7908 -0.4695 -0.0849
-0.1233 0.0975 -0.0666
0.4399 0.6964 -0.1046
0.2275 0.2180 0.5389
-0.5986 -0.4081 -0.5917
-0.2269 0.1242 0.2382
0.0533 0.9620 0.1061
0.0729 0.1274 -0.6484

=====

No. 3
Density functional theory data (ωB97M-V/def2-TZVPD) for C15H11NO3 in the gas phase in a non-equilibrium geometry.

Properties
Kohn-Sham gap = 0.332 Ha
SMILES = O=C(O)c1cc2cc(Cc3cccnc3)ccc2o1
total energy = -23366.1322 eV
net charge = 0
ΔE to the lowest compared entry with this formula, charge and spin = 0.0 kcal per mole

CARTESIAN COORDINATES (ANGSTROEM)
O: 3.5722 0.8750 4.1855
C: 3.4971 0.0600 3.3111
O: 4.2706 -1.0445 3.3163
H: 4.1214 -1.6141 2.5511
C: 2.5752 0.1708 2.1598
C: 2.3192 -0.6815 1.1165
C: 1.3377 -0.0384 0.3126
C: 0.6716 -0.3577 -0.8716
C: -0.2242 0.5531 -1.3916
C: -0.4630 1.7681 -0.7258
C: 0.1708 2.1050 0.4484
C: 1.0783 1.1874 0.9614
O: 1.8275 1.2992 2.0721
H: -0.0170 3.0382 0.9531
H: -1.1673 2.4628 -1.1607
C: -0.9663 0.2474 -2.6625
C: -2.3066 -0.4076 -2.4338
C: -2.8856 -1.1749 -3.4435
N: -4.0686 -1.7485 -3.3477
C: -4.7515 -1.5935 -2.2263
C: -4.2746 -0.8638 -1.1501
C: -3.0317 -0.2607 -1.2572
H: -2.6314 0.3148 -0.4354
H: -4.8607 -0.7644 -0.2476
H: -5.7188 -2.0789 -2.1958
H: -2.3667 -1.3308 -4.3808
H: -1.1377 1.1771 -3.2154
H: -0.3630 -0.4069 -3.2966
H: 0.8632 -1.2953 -1.3711
H: 2.7537 -1.6429 0.9248

Forces on the atoms, in the same order (eV/Å):
-0.0080 -0.2272 -0.2340
-0.0704 0.2647 0.1400
0.1601 -0.1344 0.1358
-0.0866 0.1827 0.0337
-0.0936 -0.7290 -0.7432
0.2581 0.4910 0.7617
-0.2771 0.6404 0.1877
-0.0007 0.1862 0.1235
0.1065 -0.0170 -0.1265
0.0883 -0.0700 -0.0275
0.2078 0.0512 0.3733
-0.2498 -0.7493 -0.9691
0.1523 0.3054 0.4709
-0.0378 0.1431 0.0398
-0.0638 0.0819 -0.0340
-0.0721 0.0224 -0.0221
-0.1768 -0.0948 0.0283
0.2517 0.2360 0.1818
-0.2373 -0.3130 -0.4171
-0.1692 0.0284 0.2841
-0.0025 0.0329 0.0094
-0.0137 -0.0906 -0.1778
0.0270 0.0173 0.0712
-0.0376 -0.0178 0.0192
-0.0660 -0.0007 0.1005
0.1634 0.0272 -0.0866
0.1182 -0.0574 -0.0335
-0.0134 0.1015 -0.0211
0.0039 -0.1096 -0.1028
0.1390 -0.2016 0.0344